Formula: C5H13N3O
Source: the OMol25 dataset
Level of theory: ωB97M-V/def2-TZVPD

Bonds (Å) are listed after each position.
Atoms and positions in Å:
1 C -0.57095 -1.45251 1.41122  C2 1.487, H6 1.097, H7 1.092, H8 1.089
2 C -0.88769 -0.12873 0.81266  C1 1.487, C3 1.400, H9 1.086
3 C -0.02629 0.97215 0.73405  C2 1.400, N4 1.413, N5 1.416
4 N 1.32146 0.77282 1.10734  C3 1.413, H10 1.021, H11 1.014
5 N -0.51223 2.25784 1.07306  C3 1.416, H12 1.016, H13 1.015
6 H -0.94348 -1.46035 2.44285  C1 1.097
7 H -1.06227 -2.26465 0.87159  C1 1.092
8 H 0.50186 -1.63923 1.43767  C1 1.089
9 H -1.94048 0.05644 0.62314  C2 1.086
10 H 1.91275 0.92032 0.28852  N4 1.021
11 H 1.60996 1.45720 1.79774  N4 1.014
12 H -0.75765 2.85939 0.29149  N5 1.016
13 H -1.31438 2.34755 1.68808  N5 1.015
14 C 0.77108 -1.53214 -1.54998  N15 1.456, H18 1.092, H19 1.092, H20 1.090
15 N -0.33356 -0.58711 -1.47346  C14 1.456, C16 1.477, H21 1.015
16 C 0.01553 0.84610 -1.40776  N15 1.477, O17 1.237, H22 1.108
17 O 1.09435 1.26187 -1.84858  C16 1.237
18 H 1.30225 -1.43058 -2.49846  C14 1.092
19 H 0.38609 -2.54776 -1.44170  C14 1.092
20 H 1.47598 -1.32465 -0.74503  C14 1.090
21 H -1.12329 -0.81044 -2.07114  N15 1.015
22 H -0.91903 1.42647 -1.54330  C16 1.108

Summary:
E_tot ... -437.718371 Ha
Energy above the lowest of the compared OMol25 structures with the same formula, charge and spin ... 356.3 kJ/mol
Structure (SMILES) ... CC=C(N)N.CNC=O
Lowest unoccupied orbital energy ... 0.0094 Eh
Maximum force ... 0.07066 hartree/bohr
Kohn-Sham gap ... 7.9 eV